Record 1
# C19H23FN6S

C19H23FN6S in the gas phase in a non-equilibrium geometry (ωB97M-V/def2-TZVPD, the Open Molecules 2025 dataset).

The geometry in XYZ format:
```
50
Properties=species:S:1:pos:R:3:mulliken_charge:R:1
S -4.10 3.26 -0.68 -0.10
F 0.30 -6.97 0.30 -0.33
N 2.72 1.08 0.59 0.73
N -1.60 2.31 -0.82 -1.69
N 3.31 3.80 1.17 -0.17
N -1.69 -1.12 -0.29 -0.66
N -3.18 0.74 -0.41 -0.51
N -1.02 1.12 -0.71 0.93
C -2.89 2.03 -0.63 0.23
C -0.85 -5.17 -0.70 -0.71
C 0.78 -3.41 0.71 -0.12
C 0.95 -4.78 0.87 -0.78
C 2.59 1.60 1.93 -0.93
C -2.00 0.15 -0.45 0.47
C -5.55 2.23 -0.35 -0.80
C 2.83 -0.36 0.50 -1.25
C 0.62 -0.54 -0.63 0.43
C 3.77 1.78 -0.11 -0.88
C -0.42 -1.47 -0.35 1.22
C 3.45 3.27 -0.18 -0.69
C 0.26 0.77 -0.83 -0.65
C 2.07 -0.89 -0.73 -1.18
C 3.08 5.23 1.16 -1.06
C 0.14 -5.64 0.15 0.37
C -0.19 -2.92 -0.16 -0.06
C 2.25 3.09 1.86 -0.73
C -1.01 -3.81 -0.85 -0.33
H 1.69 -5.18 1.54 0.47
H 2.49 -0.42 -1.62 0.43
H 2.52 3.42 -0.76 0.28
H -1.78 -3.42 -1.49 0.46
H 3.88 -0.69 0.45 0.14
H -1.48 -5.87 -1.23 0.43
H 3.52 1.48 2.51 0.34
H 3.92 5.72 0.67 0.34
H 4.74 1.65 0.40 0.41
H 2.21 -1.97 -0.81 0.54
H 4.26 3.80 -0.68 0.47
H 1.78 1.07 2.44 0.46
H 3.03 5.58 2.19 0.34
H -5.44 1.74 0.61 0.28
H 3.86 1.39 -1.13 0.37
H 1.28 3.21 1.34 0.28
H 2.16 3.49 2.87 0.47
H 2.16 5.51 0.64 0.37
H 2.39 -0.79 1.40 0.69
H 1.39 -2.74 1.29 0.41
H 0.97 1.55 -1.06 0.65
H -6.41 2.89 -0.35 0.33
H -5.64 1.48 -1.13 0.28
```

Summary:
- Kohn-Sham gap (eV) = 8.38

---

Record 2
# C35H52IrP4S

A molecular structure, C35H52IrP4S in a non-equilibrium geometry (ωB97M-V/def2-TZVPD, the Open Molecules 2025 dataset).

The geometry in XYZ format:
```
93
Properties=species:S:1:pos:R:3:mulliken_spin:R:1
Ir 1.76 0.13 -0.57 0.06
S 3.66 1.91 -1.00 0.51
P 3.31 -1.15 -1.44 0.01
P 0.01 -0.86 -1.68 -0.01
P -3.14 1.15 1.52 0.31
P 1.14 -1.35 1.78 0.00
C 3.04 -2.88 -1.96 0.00
C -0.33 -2.65 -1.56 0.00
C -0.65 -1.41 1.85 0.00
C 5.61 5.34 -0.37 -0.03
C -1.61 4.26 3.76 0.02
C 4.59 4.44 -0.75 0.11
C 3.88 -0.45 -3.06 0.01
C 5.44 2.79 0.88 0.13
C -4.44 0.16 2.38 0.21
C 4.76 -1.33 -0.36 0.00
C -5.11 3.75 -1.72 0.47
C -5.30 2.02 -0.01 0.22
C 0.75 2.13 -1.20 0.01
C 6.54 4.95 0.60 0.17
C -0.89 3.57 4.74 0.09
C -6.38 -1.37 3.65 0.13
C -5.66 -1.91 2.59 0.25
C 1.70 -0.74 3.38 0.00
C -1.68 -0.19 -1.46 0.01
C 0.58 1.92 0.18 -0.04
C -6.14 -0.07 4.08 0.07
C 6.41 3.73 1.28 -0.04
C -0.95 2.17 4.81 -0.02
C -3.78 3.99 -1.33 -0.01
C -2.39 3.57 2.83 0.03
C -3.21 3.25 -0.30 0.51
C 4.57 3.13 -0.19 0.06
C -4.69 -1.16 1.93 0.14
C -5.87 2.77 -1.05 0.37
C -1.73 1.46 3.88 0.06
C -5.16 0.72 3.46 0.21
C 0.36 -0.56 -3.45 0.00
C -3.97 2.26 0.37 0.47
C -2.42 2.16 2.86 0.19
C 1.81 -2.95 1.47 0.00
H 2.65 -3.49 -1.14 0.00
H -4.94 1.75 3.78 0.02
H -0.37 1.53 0.57 0.02
H 3.89 -1.24 -3.82 0.00
H 5.44 -0.48 -0.48 0.00
H 3.84 4.70 -1.53 0.00
H -0.90 -1.99 2.75 0.00
H -4.12 -1.56 1.08 0.01
H -5.57 4.35 -2.52 0.02
H 5.37 1.80 1.32 0.01
H 4.45 -1.37 0.69 0.00
H -7.14 -1.97 4.15 0.01
H -2.97 4.11 2.08 -0.01
H -5.86 -2.92 2.25 -0.01
H 5.63 6.35 -0.82 0.00
H -3.20 4.77 -1.82 0.00
H -2.28 -0.52 -2.31 0.00
H 0.75 0.45 -3.59 0.00
H 1.22 2.38 0.94 0.04
H -1.56 5.34 3.73 0.00
H -6.70 0.37 4.91 0.00
H -0.74 -2.94 -0.58 0.00
H 1.17 0.18 3.64 0.00
H 1.54 -1.49 4.17 0.00
H 4.02 -3.30 -2.25 0.00
H -0.05 1.90 -1.92 0.00
H -1.09 -2.85 -2.33 0.00
H -0.30 4.11 5.49 0.00
H 0.55 -3.25 -1.77 0.00
H 4.88 -0.03 -2.98 0.00
H 1.47 2.86 -1.58 0.00
H 5.29 -2.25 -0.58 0.00
H -0.61 -0.67 -3.96 0.00
H -0.41 1.62 5.58 0.00
H 2.89 -2.94 1.30 0.00
H 7.34 5.64 0.88 0.00
H -1.14 -1.90 1.01 -0.02
H -2.18 3.45 -0.01 0.10
H -1.10 -0.41 1.97 0.05
H 1.67 -0.09 1.13 0.00
H 2.37 -2.96 -2.82 0.00
H 3.22 0.35 -3.44 -0.01
H -1.80 0.36 3.95 0.00
H 2.76 -0.50 3.31 0.00
H -2.15 -0.56 -0.54 0.00
H -1.73 0.90 -1.42 0.01
H -6.92 2.60 -1.33 0.00
H 1.61 -3.50 2.40 0.00
H 1.32 -3.49 0.65 0.00
H 1.07 -1.31 -3.82 0.00
H 7.05 3.52 2.13 0.00
H -5.89 1.26 0.51 0.06
```

Summary:
- net charge = +4
- Kohn-Sham gap (alpha / beta) (eV) = 4.43 / 2.05
- 2S+1 = 6

---

Record 3
# C56H40F5LuNO3P2S2

A molecular structure, C56H40F5LuNO3P2S2 in a non-equilibrium geometry (ωB97M-V/def2-TZVPD, the Open Molecules 2025 dataset).

The geometry in XYZ format:
```
110
Properties=species:S:1:pos:R:3:mulliken_charge:R:1
Lu 12.46 10.95 15.49 1.19
S 10.75 9.91 17.12 -0.52
S 12.59 13.79 14.18 0.83
P 14.90 11.85 13.13 1.65
P 12.95 14.03 17.29 2.33
F 7.72 9.15 17.19 -0.30
F 7.13 8.83 12.45 -0.27
F 6.11 8.71 15.12 -0.27
F 9.78 9.15 12.16 -0.35
F 11.46 9.48 14.21 -0.27
O 11.53 12.84 15.04 -0.70
O 13.98 11.32 16.73 0.63
O 15.64 11.06 18.16 -0.66
N 13.96 8.73 15.93 -0.63
C 10.73 13.74 18.99 -0.84
C 12.77 12.55 19.61 -0.47
C 12.70 12.80 11.54 -1.40
C 9.27 9.20 13.42 -0.03
C 7.87 9.05 13.56 0.40
C 15.58 14.21 17.20 -0.18
C 8.27 9.21 15.96 0.17
C 18.39 14.99 13.29 -0.82
C 12.54 12.13 9.18 0.40
C 15.89 15.93 19.39 -0.97
C 11.55 12.08 8.07 -0.84
C 10.75 19.73 16.37 -0.72
C 14.03 12.35 11.59 -0.40
C 10.25 12.64 8.70 -0.70
C 16.91 15.71 18.48 -0.47
C 10.20 13.39 20.23 -0.72
C 10.58 12.97 10.15 0.44
C 11.45 17.51 15.65 0.73
C 11.88 16.14 15.72 -1.37
C 14.65 15.31 19.19 -0.15
C 12.10 15.56 14.42 0.71
C 9.64 9.49 15.83 0.62
C 14.89 10.64 17.27 0.55
C 10.96 12.75 21.20 -0.62
C 10.56 13.71 12.43 -0.44
C 11.43 17.61 13.25 -1.47
C 11.85 16.28 13.24 -0.38
C 16.05 14.40 12.91 -0.50
C 13.88 11.85 9.19 -1.13
C 11.23 18.27 14.47 0.02
C 11.93 13.41 12.59 0.26
C 11.21 18.33 16.80 0.03
C 12.19 15.65 17.03 0.53
C 15.67 10.23 12.76 1.48
C 10.74 19.67 14.79 -0.76
C 15.56 9.45 11.62 -0.90
C 18.68 13.64 13.26 -0.58
C 11.46 17.76 18.05 -1.35
C 14.94 9.12 16.98 -0.88
C 10.08 9.38 14.51 -0.04
C 16.44 8.40 11.40 -0.53
C 11.95 12.62 10.34 1.30
C 12.09 13.42 18.71 0.53
C 17.08 15.33 13.15 -0.64
C 17.43 8.06 12.30 -0.71
C 16.30 13.03 13.00 0.44
C 16.65 9.81 13.70 -1.34
C 9.89 13.52 11.23 -1.30
C 17.68 12.67 13.08 -0.45
C 14.50 14.49 18.04 0.88
C 17.45 8.71 13.51 -0.89
C 11.89 16.44 18.14 -0.35
C 7.41 8.98 14.85 0.29
C 14.62 11.94 10.38 -0.56
C 12.23 12.28 20.86 -0.82
C 16.79 14.82 17.43 -0.83
H 9.73 19.94 16.73 0.33
H 16.90 10.49 14.53 0.77
H 8.80 13.65 11.19 0.40
H 16.01 16.65 20.16 0.48
H 9.76 19.93 14.35 0.31
H 16.36 7.82 10.43 0.32
H 10.52 12.47 22.16 0.37
H 17.86 16.31 18.60 0.28
H 11.33 18.27 19.00 0.43
H 11.99 16.02 19.15 0.39
H 19.70 13.33 13.46 0.39
H 11.45 20.49 16.71 0.32
H 9.95 13.55 8.15 0.30
H 15.64 11.69 10.39 1.05
H 14.71 8.64 17.97 0.36
H 11.14 18.16 12.34 0.40
H 14.84 9.67 10.86 0.57
H 11.39 11.05 7.64 0.27
H 15.05 14.72 12.63 0.32
H 11.86 12.70 7.22 0.30
H 14.37 11.47 8.29 0.43
H 15.51 13.52 16.35 -0.01
H 9.18 13.70 20.46 0.45
H 10.09 14.21 13.27 0.81
H 19.11 15.77 13.47 0.41
H 18.13 7.26 12.07 0.40
H 11.45 20.37 14.31 0.29
H 16.79 16.36 13.19 0.46
H 13.75 12.14 19.31 0.37
H 13.26 8.11 16.37 0.31
H 15.95 8.88 16.65 0.36
H 12.81 11.69 21.57 0.45
H 17.69 14.67 16.76 0.36
H 10.15 14.29 18.23 0.44
H 12.01 15.81 12.26 0.52
H 13.83 15.42 19.89 0.24
H 18.17 8.37 14.29 0.45
H 14.43 8.22 15.15 0.24
H 18.03 11.64 12.97 0.43
H 9.42 11.90 8.52 0.31
```

Summary:
- net charge = +1
- Kohn-Sham gap (eV) = 6.74

---

Record 4
# C17H26F2O15

5 unconnected molecules or ions with the total composition C17H26F2O15 in a non-equilibrium geometry (ωB97M-V/def2-TZVPD, the Open Molecules 2025 dataset).

The geometry in XYZ format:
```
60
Properties=species:S:1:pos:R:3:mulliken_charge:R:1
F -10.37 -12.12 -3.81 -0.26
F -11.59 -20.52 -4.22 -0.27
O -9.38 -15.27 -9.11 -0.32
O -10.72 -18.00 -5.05 -0.28
O -16.25 -7.59 -1.38 -0.34
O -7.29 -17.90 5.13 -0.32
O -7.67 -16.59 3.41 -0.25
O -12.22 -11.59 -6.51 -0.34
O -11.01 -10.04 -7.68 -0.56
O -10.87 -16.89 -3.11 -0.60
O -11.36 -15.10 -10.02 -0.53
O -16.77 -6.52 -3.30 -0.52
O -16.88 -8.72 -3.21 -0.22
O -9.13 -16.58 5.16 -0.53
O -12.45 -18.53 -3.72 -0.28
O -10.40 -10.72 -5.65 -0.31
O -9.58 -16.09 -11.12 -0.37
C -8.12 -15.82 -9.34 -0.31
C -10.22 -15.47 -10.06 0.70
C -11.35 -17.75 -3.89 0.67
C -11.43 -18.97 -5.79 -0.50
C -16.66 -7.52 -2.69 0.68
C -8.16 -17.01 4.62 0.74
C -11.12 -11.38 -4.58 0.35
C -11.16 -10.76 -6.72 0.72
C -11.99 -12.35 -5.30 -0.36
C -17.11 -8.76 -4.61 -0.20
C -8.22 -16.51 -10.70 -0.17
C -7.47 -18.64 6.31 -0.67
C -8.57 -15.73 2.64 -0.19
C -17.40 -10.23 -4.77 -1.11
C -7.89 -15.14 1.38 -1.25
C -15.56 -6.51 -0.70 -0.59
C -12.38 -19.56 -4.68 0.33
H -17.84 -8.09 -5.07 0.33
H -7.40 -19.71 6.17 0.24
H -7.46 -14.96 -9.24 0.25
H -7.96 -17.57 -10.61 0.27
H -16.28 -8.63 -5.30 0.26
H -6.99 -14.55 1.55 0.34
H -6.81 -18.34 7.13 0.27
H -17.55 -10.32 -5.85 0.38
H -13.29 -19.98 -5.10 0.37
H -12.95 -12.42 -4.79 0.23
H -15.26 -6.79 0.31 0.22
H -8.53 -14.42 0.87 0.38
H -8.39 -18.27 6.78 0.34
H -14.64 -6.35 -1.27 0.28
H -9.01 -14.81 3.04 0.28
H -11.60 -13.33 -5.57 0.25
H -10.76 -19.68 -6.26 0.26
H -16.24 -5.66 -0.68 0.28
H -11.91 -18.40 -6.59 0.32
H -7.62 -15.99 0.75 0.31
H -16.53 -10.88 -4.72 0.24
H -7.58 -16.02 -11.43 0.25
H -7.82 -16.51 -8.56 0.23
H -18.15 -10.62 -4.09 0.31
H -9.49 -16.13 2.21 0.32
H -11.66 -10.66 -3.97 0.28
```

Summary:
- Kohn-Sham gap (eV) = 10.88